# 1
Here is a molecular structure, C11H14BF3N6Ru at a distorted geometry from the OMol25 dataset. Energies are from ωB97M-V with the def2-TZVPD basis set.

Structure (XYZ):
```
36
C11H14BF3N6Ru, DFT ωB97M-V with the def2-TZVPD basis set
H -2.288 1.882 2.133
N -1.345 0.339 1.006
B -0.642 -1.842 -0.065
N -1.643 -0.989 0.767
C -2.825 -1.279 1.346
Ru 0.307 1.297 0.194
H -3.248 -2.261 1.258
C -3.274 -0.147 2.011
H -4.166 -0.039 2.582
C -2.315 0.853 1.790
H -1.032 -2.957 -0.195
C 2.245 2.032 -0.117
H 2.433 3.078 0.119
H 2.233 1.971 -1.208
H 3.016 1.403 0.324
N 0.715 -1.817 0.688
N -0.441 -1.169 -1.453
N 1.270 -0.582 0.925
N -0.028 0.151 -1.508
C 1.507 -2.787 1.226
C -0.620 -1.625 -2.709
H 1.269 -3.845 1.168
H -0.949 -2.620 -2.889
C 2.601 -2.152 1.820
C -0.289 -0.603 -3.595
C 2.424 -0.772 1.607
C 0.092 0.497 -2.811
H 3.420 -2.608 2.338
H -0.309 -0.631 -4.649
H 3.061 0.045 1.895
H 0.422 1.481 -3.113
H 1.519 2.119 1.106
F -1.978 2.946 -0.374
C -0.597 3.057 -0.388
F -0.263 3.451 -1.678
F -0.283 4.124 0.447
```

Computed properties:
**HOMO-LUMO gap (spin up / spin down)**: 9.53 / 4.11 eV
**Total energy**: -31965.1892 eV
**HOMO level (spin up / spin down)**: -16.5 / -16.2 eV
**Expectation value of S²**: 6.03
**2S+1**: 5
**Net charge**: +2
**Energy relative to the best compared isomer or geometry (same formula, charge and spin)**: 0.0000 eV

Atomic partial charges in e from the Mulliken method, atoms 1 to 6: number 1, H, carries 0.49; number 2, N, carries 0.14; number 3, B, carries 0.01; number 4, N, carries 0.09; number 5, C, carries 0.02; number 6, Ru, carries -0.04

# 2
Here is 2 unconnected molecules or ions with the total composition C5H14N2O at a distorted geometry from the OMol25 dataset. Energies are from ωB97M-V with the def2-TZVPD basis set.

Structure (XYZ):
```
22
C5H14N2O, DFT ωB97M-V with the def2-TZVPD basis set
C 1.477 -1.234 -0.819
C 0.294 -0.324 -1.162
C -1.018 -0.720 -0.531
C -1.742 0.100 0.239
N -3.027 -0.274 0.638
C -4.134 0.526 0.580
N 2.654 -0.437 -0.351
H 1.187 -1.850 0.027
H 1.760 -1.878 -1.634
H 0.508 0.715 -0.924
H 0.082 -0.339 -2.224
H -1.468 -1.632 -0.904
H -1.567 1.134 0.513
H -3.195 -1.208 0.973
H -5.082 0.090 0.826
H -4.067 1.518 0.169
H 2.371 0.244 0.362
H 3.395 -0.975 0.104
H 3.096 0.091 -1.108
H 3.341 2.585 1.333
H 2.202 2.087 2.223
O 2.933 1.779 1.667
```

Computed properties:
**HOMO-LUMO gap (spin up / spin down)**: 5.47 / 8.86 eV
**Total energy**: -10431.1430 eV
**HOMO level (spin up / spin down)**: -8.8 / -12.2 eV
**Expectation value of S²**: 0.76
**2S+1**: 2
**Net charge**: +1
**Energy relative to the best compared isomer or geometry (same formula, charge and spin)**: 1.0391 eV

Atomic partial charges in e from the Mulliken method, atoms 1 to 6: number 1, C, carries -0.56; number 2, C, carries -0.70; number 3, C, carries -0.51; number 4, C, carries -0.28; number 5, N, carries -0.19; number 6, C, carries -0.62

# 3
Here is a molecular structure, C4H7NO at a distorted geometry from the OMol25 dataset. Energies are from ωB97M-V with the def2-TZVPD basis set.

Structure (XYZ):
```
13
C4H7NO, DFT ωB97M-V with the def2-TZVPD basis set
O 1.171 -2.906 0.180
C 1.068 -1.739 -0.073
C -0.064 -0.902 0.590
N -0.425 0.411 0.066
C -0.516 0.861 -1.190
C -0.397 1.666 0.600
H 1.768 -1.233 -0.768
H 0.220 -0.692 1.635
H -0.936 -1.570 0.548
H -1.348 1.351 -1.623
H 0.185 0.465 -1.864
H 0.294 2.459 0.444
H -1.020 1.828 1.455
```

Computed properties:
**HOMO-LUMO gap**: 8.93 eV
**Total energy**: -7794.6033 eV
**HOMO level**: -8.3 eV
**Energy relative to the best compared isomer or geometry (same formula, charge and spin)**: 5.0411 eV

Atomic partial charges in e from the Mulliken method, atoms 1 to 6: number 1, O, carries -0.44; number 2, C, carries 0.02; number 3, C, carries -0.36; number 4, N, carries 0.17; number 5, C, carries -0.64; number 6, C, carries -0.76

# 4
Here is 2 unconnected molecules or ions with the total composition C8H13N3O3S at a distorted geometry from the OMol25 dataset. Energies are from ωB97M-V with the def2-TZVPD basis set.

Structure (XYZ):
```
28
C8H13N3O3S, DFT ωB97M-V with the def2-TZVPD basis set
C -2.961 -1.269 -0.299
C -3.965 0.931 -0.181
C -1.799 -0.821 0.263
C -2.789 1.421 0.357
C -4.082 -0.412 -0.521
C -1.727 0.541 0.553
C 3.257 1.620 -0.602
C 4.379 0.524 -0.425
N -5.199 -0.953 -1.081
N 3.920 -0.855 -0.448
N -0.681 1.112 1.145
O 2.991 -0.999 1.986
O 2.678 -2.817 0.274
O 0.319 0.438 1.475
S 2.556 -1.388 0.409
H -3.056 -2.314 -0.586
H -4.901 1.588 -0.268
H -0.794 -1.486 0.360
H -2.604 2.488 0.516
H 2.450 1.600 0.200
H 3.709 2.538 -0.712
H 2.551 1.472 -1.418
H 5.181 0.590 -1.360
H 4.926 0.675 0.544
H -5.361 -1.972 -1.221
H -6.042 -0.371 -0.875
H 4.526 -1.538 -0.643
H 2.520 -0.341 2.558
```

Computed properties:
**HOMO-LUMO gap (spin up / spin down)**: 8.00 / 7.99 eV
**Total energy**: -29950.5987 eV
**HOMO level (spin up / spin down)**: -8.6 / -8.6 eV
**Energy relative to the best compared isomer or geometry (same formula, charge and spin)**: 3.2844 eV

Atomic partial charges in e from the Mulliken method, atoms 1 to 6: number 1, C, carries -0.38; number 2, C, carries -0.41; number 3, C, carries -0.30; number 4, C, carries -0.49; number 5, C, carries 0.91; number 6, C, carries 0.52

# 5
Here is a molecular structure, C7H13N at a distorted geometry from the OMol25 dataset. Energies are from ωB97M-V with the def2-TZVPD basis set.

Structure (XYZ):
```
21
C7H13N, DFT ωB97M-V with the def2-TZVPD basis set
C 2.115 -1.434 0.317
C 0.699 0.395 -0.567
C -0.450 1.285 -1.190
C -1.290 1.786 0.166
C -0.367 0.749 1.130
C -0.119 -0.392 0.423
C -1.405 -1.286 -0.077
H 2.777 -1.392 -0.621
H 2.087 -2.597 0.692
H 2.290 -0.692 1.236
H 1.743 0.866 -0.210
H 0.047 2.159 -1.682
H -0.912 0.739 -1.813
H -1.187 3.019 0.320
H -2.234 1.586 -0.033
H 0.529 1.553 1.510
H -1.049 0.534 1.957
H -1.153 -1.476 -1.169
H -2.581 -0.921 0.233
H -1.265 -2.313 0.516
N 0.830 -1.098 -0.306
```

Computed properties:
**HOMO-LUMO gap**: 8.84 eV
**Total energy**: -8950.8723 eV
**HOMO level**: -7.8 eV
**Energy relative to the best compared isomer or geometry (same formula, charge and spin)**: 9.0605 eV

Atomic partial charges in e from the Mulliken method, atoms 1 to 6: number 1, C, carries -0.82; number 2, C, carries -0.32; number 3, C, carries -0.98; number 4, C, carries -0.67; number 5, C, carries -0.72; number 6, C, carries 0.63